1.
This record from the OMol25 dataset describes a molecular structure, C9H27NO6Y2 in a non-equilibrium geometry. The level of theory is ωB97M-V/def2-TZVPD.

As for the total energy: -25572.23510 eV. Its spin multiplicity is 1. The calculation puts the HOMO energy at -16.815 eV. Its charge is +4. As for the molar mass: 423.13 u. For the HOMO-LUMO gap, the calculation gives 1.449 eV.

Last column: natural (NBO) charge in e.
Positions of all 45 atoms, in Å:
Y: -4.0401 5.3775 2.8972  1.756
Y: 1.4247 7.0771 5.2299  2.081
O: -2.0402 8.6258 4.3044  -1.019
H: -2.2109 9.4561 4.7902  0.453
O: -0.4899 3.7375 3.9337  -1.019
H: -0.1816 2.8181 3.8146  0.436
O: -4.3129 4.7010 7.1813  -0.974
H: -5.0278 4.5247 7.7928  0.498
H: -3.5280 4.7207 7.7289  0.479
O: -2.6473 2.0502 0.5402  -0.964
H: -1.7437 1.7360 0.5732  0.478
H: -3.0989 1.4234 -0.0249  0.488
O: 3.3278 3.5176 6.3600  -0.986
H: 3.9872 3.5389 7.0535  0.494
H: 3.2577 2.5926 6.1240  0.496
C: -2.0655 -2.7614 -1.8754  -0.631
C: -0.5404 -2.7451 -2.3086  0.079
C: -0.5536 -2.3776 -3.7867  -0.412
C: 0.9246 -2.2851 -4.3463  -0.409
C: 1.7205 -1.2050 -3.5422  -0.403
C: 1.6147 -1.4209 -1.9362  0.100
N: 0.2533 -1.7868 -1.4905  0.279
O: 0.0172 -1.7950 -0.1694  -0.466
C: 2.5743 -2.4052 -1.2918  -0.593
C: 1.8289 -0.1077 -1.2484  -0.620
C: -0.0666 -4.2164 -2.2813  -0.597
H: -2.5966 -3.6969 -2.0514  0.266
H: -2.6423 -2.0898 -2.5113  0.243
H: -2.3596 -2.5289 -0.8518  0.245
H: -1.2722 -2.8893 -4.4269  0.281
H: -0.8332 -1.3243 -3.7661  0.218
H: 0.9278 -1.9545 -5.3850  0.262
H: 1.5444 -3.1765 -4.2489  0.220
H: 1.3240 -0.2769 -3.9540  0.244
H: 2.7911 -1.1859 -3.7460  0.257
H: 2.2558 -2.6225 -0.2722  0.206
H: 2.7830 -3.2720 -1.9188  0.261
H: 3.5067 -1.8697 -1.1130  0.272
H: 1.7392 -0.2256 -0.1686  0.224
H: 2.8436 0.2732 -1.3640  0.260
H: 1.1165 0.6605 -1.5495  0.229
H: -0.7673 -4.7853 -2.8924  0.283
H: -0.1627 -4.7709 -1.3478  0.246
H: 0.9597 -4.4540 -2.5609  0.246
H: 0.4590 -2.6015 0.1065  0.515

2.
This record from the OMol25 dataset describes a molecular structure, C9H28FO9 in a non-equilibrium geometry. The level of theory is ωB97M-V/def2-TZVPD.

As for the total energy: -30902.83390 eV. Its spin multiplicity is 1. The calculation puts the HOMO energy at -4.170 eV. Its relative energy (zero: lowest compared OMol25 entry of this formula, charge and spin) is 30.083 eV. Its charge is -1. As for the molar mass: 299.31 u. For the HOMO-LUMO gap, the calculation gives 7.268 eV.

Last column: natural (NBO) charge in e.
Positions of all 47 atoms, in Å:
F: 4.8803 -31.3943 7.6069  -0.376
C: 6.1689 -32.1233 9.8227  -0.329
O: 6.6141 -31.4829 8.6436  -0.734
H: 6.2511 -31.5011 10.7139  0.153
H: 5.1259 -32.4330 9.7580  0.205
H: 6.8093 -32.9738 10.0565  0.170
H: 5.8419 -31.1498 8.1806  0.433
C: 3.3775 -32.6404 5.7110  -0.154
C: 2.2067 -32.9934 6.6040  -0.134
O: 1.0780 -32.2014 6.2257  -0.746
O: 3.8793 -31.2785 5.8600  -0.765
H: 3.0878 -32.8727 4.6862  0.158
H: 4.1802 -33.3435 5.9333  0.251
H: 2.4914 -32.7667 7.6315  0.223
H: 1.9217 -34.0334 6.4453  0.162
H: 1.2069 -31.9906 5.2981  0.464
H: 4.3882 -31.1435 6.6627  0.445
C: 2.8486 -31.9180 9.5224  -0.143
C: 2.3615 -30.7629 8.4897  -0.142
O: 3.4621 -29.9555 8.1254  -0.696
O: 3.7121 -32.8199 8.8558  -0.842
H: 2.0531 -32.5072 9.9785  0.179
H: 3.2587 -31.4365 10.4101  0.173
H: 1.6821 -30.0182 8.9044  0.173
H: 1.9208 -31.2376 7.6130  0.215
H: 4.1227 -30.5520 7.7658  0.413
H: 4.3780 -32.2792 8.4246  0.557
C: 5.9400 -30.4739 5.3220  -0.194
C: 5.7154 -29.1391 5.9964  -0.112
O: 4.7518 -29.2565 7.0740  -0.668
O: 6.5656 -31.3030 6.2520  -0.644
H: 6.5381 -30.4127 4.4129  0.146
H: 5.0113 -30.9807 5.0600  0.264
H: 5.4104 -28.4999 5.1678  0.152
H: 6.6171 -28.6516 6.3670  0.151
H: 5.0309 -30.0700 7.5005  0.398
H: 5.8996 -31.6124 6.8704  0.350
C: 5.8392 -35.2778 7.6705  -0.074
C: 5.4341 -33.7805 7.9217  -0.209
O: 5.6362 -32.8917 6.8398  -0.699
O: 4.8887 -35.9309 6.7486  -0.747
H: 5.7950 -35.8485 8.5981  0.150
H: 6.7809 -35.3486 7.1262  0.163
H: 5.9724 -33.3298 8.7555  0.207
H: 4.3836 -33.6771 8.1932  0.248
H: 5.4677 -31.9949 7.1382  0.356
H: 5.1183 -36.8628 6.7721  0.448

3.
This record from the OMol25 dataset describes a molecular structure, C9H28NO6Pd in a non-equilibrium geometry. The level of theory is ωB97M-V/def2-TZVPD.

As for the total energy: -27035.59242 eV. Its spin multiplicity is 4. The calculation puts the HOMO energy (alpha / beta) at -2.926 / -6.662 eV. Its charge is 0. As for the molar mass: 352.74 u. For the HOMO-LUMO gap (alpha / beta), the calculation gives 3.195 / 6.476 eV.

Last column: natural (NBO) charge in e.
Positions of all 45 atoms, in Å:
Pd: -2.4527 -0.1312 0.6464  0.693
C: 1.6656 2.4941 -0.0859  -0.629
C: 1.0945 1.2690 -0.9647  0.134
C: 2.1354 0.8840 -2.0855  -0.413
C: 3.3081 0.0275 -1.5403  -0.406
C: 2.6924 -1.1184 -0.7859  -0.406
C: 1.7550 -0.7996 0.4541  0.114
N: 0.6774 0.1645 -0.0706  -0.123
O: -0.2861 0.5492 0.9039  -0.554
C: 2.6773 -0.2244 1.4531  -0.646
C: 1.1919 -2.1739 0.9274  -0.611
C: -0.1949 1.7464 -1.7017  -0.626
H: 2.0110 3.1786 -0.8606  0.200
H: 2.4923 2.2301 0.5736  0.209
H: 0.8207 2.9076 0.4649  0.220
H: 2.5676 1.8005 -2.4872  0.210
H: 1.6784 0.5115 -3.0023  0.214
H: 4.0618 0.5530 -0.9539  0.200
H: 3.8703 -0.2712 -2.4250  0.215
H: 3.5697 -1.6539 -0.4230  0.210
H: 2.0558 -1.6709 -1.4769  0.208
H: 2.2555 0.4147 2.2288  0.225
H: 3.4482 0.4148 1.0227  0.203
H: 3.2270 -0.9516 2.0506  0.215
H: 0.4728 -2.0855 1.7418  0.215
H: 1.9611 -2.7787 1.4076  0.211
H: 0.6938 -2.6941 0.1092  0.215
H: -0.9427 2.2424 -1.0829  0.220
H: -0.7319 0.8862 -2.1014  0.227
H: 0.0733 2.3025 -2.5999  0.203
O: -2.8153 -0.5891 2.9694  -0.976
H: -3.2638 -1.4137 3.1567  0.482
H: -2.5708 -0.2481 3.8297  0.487
O: -2.8291 -0.4780 -1.5413  -1.105
H: -3.2484 0.0338 -2.2330  0.484
H: -2.7026 -1.3448 -1.9272  0.450
O: -2.0400 -2.4422 0.4915  -1.069
H: -2.1826 -2.9484 -0.3083  0.455
H: -1.5840 -3.0449 1.0789  0.484
O: -4.6540 -0.5766 0.6774  -1.030
H: -4.9961 -1.2274 1.2904  0.474
H: -5.2331 -0.6349 -0.0825  0.481
O: -3.1563 1.9305 0.9839  -0.954
H: -3.7745 2.5274 0.5623  0.496
H: -2.7982 2.4332 1.7155  0.492

4.
This record from the OMol25 dataset describes a molecular structure, C9H28NO6V in a non-equilibrium geometry. The level of theory is ωB97M-V/def2-TZVPD.

As for the total energy: -49244.66613 eV. Its spin multiplicity is 4. The calculation puts the HOMO energy (alpha / beta) at -10.772 / -11.258 eV. Its charge is +1. As for the molar mass: 297.27 u. For the HOMO-LUMO gap (alpha / beta), the calculation gives 7.784 / 8.257 eV.

Last column: natural (NBO) charge in e.
Positions of all 45 atoms, in Å:
V: 6.2214 6.5542 6.9336  1.323
C: 10.2196 6.2928 9.3594  -0.650
C: 9.0832 5.3044 9.5819  0.139
C: 9.1735 4.4516 10.9371  -0.403
C: 8.9940 5.3541 12.1278  -0.402
C: 7.6460 6.0475 12.0536  -0.420
C: 7.4646 6.9381 10.7827  0.176
N: 7.7336 6.0224 9.5147  -0.225
O: 7.6604 6.8007 8.3580  -0.809
C: 8.3345 8.2660 10.9329  -0.639
C: 5.9420 7.2799 10.7885  -0.621
C: 9.0755 4.5006 8.2754  -0.650
H: 10.6050 6.7448 10.2507  0.212
H: 9.8533 7.0477 8.7002  0.227
H: 11.0516 5.7647 8.8204  0.221
H: 10.1176 3.9516 10.9908  0.225
H: 8.4084 3.6710 11.0365  0.210
H: 9.7906 6.1268 12.1770  0.200
H: 8.9513 4.8024 13.0709  0.226
H: 7.4775 6.6763 12.9203  0.221
H: 6.8989 5.2682 12.0180  0.198
H: 7.8180 8.8648 11.6782  0.224
H: 8.4308 8.7429 9.9575  0.217
H: 9.3272 7.9719 11.2080  0.213
H: 5.6572 7.7941 11.6952  0.229
H: 5.3700 6.3394 10.8293  0.196
H: 5.5332 7.8026 9.9175  0.183
H: 9.1537 5.2693 7.4661  0.214
H: 8.2092 3.8244 8.2127  0.211
H: 9.8180 3.7149 8.1941  0.234
O: 7.3784 5.2263 5.4182  -0.939
H: 7.0368 4.4936 4.8832  0.508
H: 7.8197 4.7238 6.1263  0.510
O: 4.4147 7.5161 7.6686  -0.933
H: 4.0958 7.0999 8.4705  0.518
H: 4.6150 8.4437 7.8100  0.513
O: 7.2097 8.2760 6.3957  -0.936
H: 7.6495 8.2473 5.5083  0.510
H: 7.9023 8.4620 7.0653  0.532
O: 5.5877 5.0185 8.4702  -1.036
H: 4.8053 4.7490 8.9694  0.499
H: 6.4309 5.2662 9.0662  0.515
O: 4.5077 6.7250 5.0572  -0.952
H: 3.6826 7.1530 5.3925  0.508
H: 4.6234 7.0131 4.1432  0.502

Which value of molar mass does entry 4 give? 297.27 u

What is the molar mass in the first record? 423.13 u

Which formula does entry 1 have? C9H27NO6Y2